{
  "formula": "C3H6S3",
  "method": "the ωB97M-V functional and the def2-TZVPD basis",
  "elements": ["S", "S", "S", "C", "C", "C", "H", "H", "H", "H", "H", "H"],
  "coordinates": [[-1.1877, -1.2872, -0.6235], [1.1931, 2.4357, 0.5602], [1.8245, -0.3741, -0.2285], [-0.9031, 0.3437, 0.4059], [0.5152, 0.8718, 0.1934], [-2.6611, -2.1019, 0.1010], [-1.6258, 1.2846, -0.3372], [-2.7319, -2.9344, -0.6076], [-3.7250, -1.5674, 0.1647], [-1.3522, 0.1871, 1.5708], [0.7487, -1.2407, -1.3076], [-2.2979, -2.8022, 0.9836]],
  "forces_ev_per_a": [[-0.97, 1.54, 1.39], [-2.15, -3.28, -0.70], [-3.69, -0.26, -2.25], [-2.99, 1.54, -1.52], [2.89, 0.91, 1.37], [-0.25, -1.50, 0.99], [1.96, -2.90, 2.88], [-0.52, 0.33, -0.45], [2.71, -0.98, 0.10], [1.58, 0.72, -3.41], [2.59, 1.66, 2.52], [-1.14, 2.21, -0.94]],
  "homo_ha": -0.3143,
  "relative_energy_kcal_mol": 108.10,
  "homo_lumo_gap_ev": 7.68
}

{
  "formula": "C3H6Si",
  "method": "the ωB97M-V functional and the def2-TZVPD basis",
  "elements": ["Si", "C", "C", "C", "H", "H", "H", "H", "H", "H"],
  "coordinates": [[1.7126, -0.0403, 0.0780], [-1.3938, 0.5678, -0.0042], [-0.1263, -0.3238, 0.0623], [-1.3381, -0.8564, 0.1269], [-2.0582, -1.6520, 0.0761], [-1.5656, 1.2753, 0.7805], [1.7592, 0.3507, -1.2343], [2.1855, 0.8184, 1.1180], [2.6370, -1.1242, -0.0116], [-1.8124, 0.9845, -0.9916]],
  "forces_ev_per_a": [[-2.03, -0.88, 0.95], [0.58, -0.05, -1.90], [6.00, 3.35, -0.51], [-7.14, -2.96, 1.27], [0.45, -0.24, -0.38], [0.27, 0.35, 0.69], [0.62, 1.63, -2.32], [0.29, 0.87, 0.56], [0.33, -1.28, 0.45], [0.63, -0.79, 1.20]],
  "homo_ha": [-0.2047, -0.3823],
  "spin_multiplicity": 3,
  "relative_energy_kcal_mol": 50.30,
  "homo_lumo_gap_ev": [6.65, 8.47]
}

| no. | E (a.u.) |
| --- | --- |
| 1 | -1312.287840 |
| 2 | -407.127008 |